1.
The following is a DFT calculation (ωB97M-V/def2-TZVPD) of C8H13NO in the gas phase.

```
23
C8H13NO ωB97M-V/def2-TZVPD
C -2.526 -0.235 0.400
C -1.234 -0.412 0.110
C -0.355 -1.474 0.845
C 0.560 -2.315 -0.014
O -0.660 -1.819 1.987
C -0.342 0.490 -0.574
C -0.379 0.427 -2.077
C 0.745 0.949 0.136
C 0.662 1.415 1.576
N 1.856 1.437 -0.567
H -3.051 -0.951 1.027
H -3.066 0.651 0.079
H 0.680 -3.302 0.440
H 1.538 -1.831 -0.082
H 0.162 -2.467 -1.020
H 0.048 1.335 -2.514
H 0.196 -0.425 -2.453
H -1.407 0.313 -2.436
H 0.775 2.504 1.626
H -0.293 1.177 2.048
H 1.468 0.959 2.158
H 2.725 1.120 -0.140
H 1.900 2.454 -0.555
```

Summary:
E_LUMO   0.50 eV
Net charge   0
Highest occupied orbital energy   -8.59 eV
Structure (SMILES)   C=C(C(C)=O)/C(C)=C(\C)N

2.
The following is a DFT calculation (ωB97M-V/def2-TZVPD) of a molecular structure, C8H13NO.

```
23
C8H13NO ωB97M-V/def2-TZVPD
C -0.044 -2.006 0.705
C -2.233 -0.125 0.905
C -0.324 -0.980 -0.252
C 0.823 -0.248 0.351
C -0.985 -1.062 -1.583
C 1.947 -0.267 -0.642
C -0.010 2.186 0.278
C 0.679 1.130 1.054
N 0.947 -1.374 1.296
O -3.104 0.012 0.145
H -0.317 -3.038 0.956
H -2.238 -0.239 1.921
H -1.763 -0.361 -1.901
H -1.382 -1.995 -1.496
H -0.117 -1.108 -2.435
H 1.622 -0.049 -1.631
H 2.520 -1.153 -0.647
H 2.736 0.466 -0.511
H 0.077 2.127 -0.911
H 0.403 3.250 0.622
H -1.082 2.102 0.436
H 0.201 1.171 2.100
H 1.644 1.563 1.241
```

Summary:
E_LUMO (spin up / spin down)   0.19 / -0.06 eV
Net charge   0
Highest occupied orbital energy (spin up / spin down)   -7.81 / -7.88 eV

Ranked by calculated energy, most stable first: 1, 2.

1.
The following is a DFT calculation (ωB97M-V/def2-TZVPD) of 4 unconnected molecules or ions with the total composition C8H16Br8.

```
32
C8H16Br8 ωB97M-V/def2-TZVPD
Br 9.209 -13.654 -14.944
C 10.830 -14.010 -13.898
C 12.110 -13.529 -14.609
Br 12.224 -11.544 -14.532
H 10.784 -15.081 -13.700
H 10.662 -13.524 -12.937
H 12.138 -13.716 -15.683
H 12.973 -13.924 -14.072
Br 17.564 -18.243 -13.666
C 17.807 -20.175 -14.011
C 17.468 -20.481 -15.523
Br 15.597 -20.094 -15.991
H 17.187 -20.760 -13.332
H 18.862 -20.286 -13.757
H 17.670 -21.517 -15.796
H 18.132 -19.834 -16.096
Br 16.418 -18.294 -9.947
C 14.899 -17.940 -11.138
C 15.099 -16.588 -11.771
Br 13.590 -16.319 -13.039
H 14.045 -17.982 -10.463
H 14.908 -18.793 -11.817
H 15.960 -16.527 -12.436
H 15.057 -15.680 -11.169
Br 11.739 -18.674 -8.583
C 13.217 -17.658 -7.729
C 13.182 -16.184 -8.293
Br 14.956 -15.432 -7.794
H 14.155 -18.062 -8.108
H 13.162 -17.755 -6.645
H 12.361 -15.625 -7.845
H 13.155 -16.252 -9.381
```

Summary:
E_LUMO   0.26 eV
Net charge   0
Highest occupied orbital energy   -9.96 eV
Structure (SMILES)   BrCCBr.BrCCBr.BrCCBr.BrCCBr

2.
The following is a DFT calculation (ωB97M-V/def2-TZVPD) of 4 unconnected molecules or ions with the total composition C8H16Br8.

```
32
C8H16Br8 ωB97M-V/def2-TZVPD
Br 24.555 18.841 -14.195
C 26.500 18.502 -14.546
C 26.633 18.550 -16.051
Br 28.587 18.451 -16.304
H 26.828 17.548 -14.131
H 26.991 19.382 -14.131
H 26.260 19.486 -16.466
H 26.166 17.686 -16.524
Br 18.865 13.694 -9.094
C 18.033 15.491 -8.695
C 16.590 15.183 -8.802
Br 15.528 16.620 -7.784
H 18.400 16.111 -9.513
H 18.343 15.740 -7.680
H 16.249 14.227 -8.406
H 16.206 15.131 -9.821
Br 20.301 16.075 -12.880
C 21.213 17.524 -11.906
C 21.196 18.827 -12.681
Br 22.260 20.013 -11.382
H 22.220 17.163 -11.697
H 20.640 17.379 -10.990
H 20.174 19.197 -12.766
H 21.755 18.846 -13.617
Br 17.364 21.936 -8.403
C 16.945 20.129 -9.112
C 18.136 19.470 -9.786
Br 19.531 19.051 -8.413
H 16.114 20.318 -9.792
H 16.641 19.561 -8.233
H 18.643 20.193 -10.425
H 17.780 18.507 -10.154
```

Summary:
E_LUMO   0.19 eV
Net charge   0
Highest occupied orbital energy   -10.15 eV
Structure (SMILES)   BrCCBr.BrCCBr.BrCCBr.BrCCBr

Ranked by calculated energy, most stable first: 1, 2.

1.
The following is a DFT calculation (ωB97M-V/def2-TZVPD) of 18 unconnected molecules or ions with the total composition H37O18.

```
55
H37O18 ωB97M-V/def2-TZVPD
O 0.595 0.059 -3.974
H 5.526 2.406 0.478
H 0.796 -0.123 -3.039
O 0.620 1.948 2.741
H -4.034 -5.117 -0.554
O -3.048 -2.342 -4.535
H -3.245 -2.799 -3.676
H 2.548 2.719 -1.334
O 4.174 -1.770 3.374
H -0.285 1.844 2.942
H 4.857 -2.195 3.939
O -0.286 -1.968 0.076
H -1.001 -2.605 -0.093
H 0.544 -2.443 0.363
O -4.097 -4.161 -0.746
H -4.978 -3.761 -0.598
H 3.023 1.127 -1.201
O 0.343 3.041 -3.738
H 1.232 1.450 -0.201
H -2.891 -0.272 -3.700
O 3.512 0.462 -3.799
H 2.621 0.552 -4.172
H 3.630 -0.424 -4.171
O -1.745 -2.961 4.793
H -1.532 -3.370 3.956
H -2.401 -0.082 -0.175
O 2.497 1.884 -0.879
H -0.477 3.159 -4.215
H 4.431 -0.835 3.651
O -0.703 0.036 1.567
H -0.234 0.949 0.935
H -0.048 0.332 2.285
O 5.700 0.474 0.889
H 4.953 0.114 0.404
H 6.169 -0.371 0.956
O 5.389 3.169 -0.128
H -1.522 -3.635 5.428
H 4.800 2.874 -0.844
O -4.654 1.444 2.577
H -4.733 0.449 2.509
H -5.359 1.541 3.221
O -1.743 1.153 4.271
H -1.407 0.380 4.738
H -2.590 1.244 4.709
O -2.659 0.735 0.253
H -0.138 -0.543 -4.244
H -1.538 0.708 1.587
O -3.020 -0.304 -2.758
H -2.706 -2.897 -5.226
H -3.728 -0.922 -2.623
O 0.282 1.709 -0.048
H 1.175 2.362 3.389
H -0.225 1.608 -0.890
H 1.093 2.948 -4.338
H -3.482 1.020 -0.133
```

Summary:
E_LUMO (spin up / spin down)   -5.99 / -13.60 eV
Multiplicity   2
Net charge   +2
Highest occupied orbital energy (spin up / spin down)   -15.50 / -15.50 eV

2.
The following is a DFT calculation (ωB97M-V/def2-TZVPD) of 18 unconnected molecules or ions with the total composition H37O18.

```
55
H37O18 ωB97M-V/def2-TZVPD
O -1.772 4.139 -3.163
H 4.549 0.454 1.213
H -1.011 -1.650 4.010
O -0.196 -2.143 3.953
H -0.909 4.175 -2.759
O 1.070 -0.346 -0.908
H 1.889 0.116 -0.727
H 1.277 -1.058 -1.500
O -4.076 2.751 -2.010
H -3.896 3.586 -2.522
H -4.913 2.571 -2.497
O 3.167 2.280 -0.721
H 3.052 3.174 -0.984
H 3.830 1.981 -1.436
O 3.915 0.750 -3.597
H 3.193 0.260 -4.004
H 4.830 0.585 -3.790
O -1.767 -4.638 2.588
H -1.480 -4.845 1.713
H -2.697 -4.644 2.404
O 0.908 0.052 5.385
H 1.166 -0.638 5.977
H 0.450 0.719 5.890
O -2.584 0.688 -4.403
H -2.115 -0.145 -4.474
H -1.957 3.259 -3.499
O -1.186 -2.863 -0.307
H -1.308 -3.864 -0.356
H -0.486 -2.874 0.316
O -0.772 2.794 -1.293
H -0.036 2.238 -1.651
H -1.180 2.465 -0.480
O 1.051 0.224 2.634
H 1.392 0.205 3.621
H 1.811 0.482 2.145
O 4.301 1.213 1.795
H -1.764 1.180 -4.401
H 4.388 2.004 1.257
O -4.741 -3.663 1.381
H -5.561 -3.846 0.983
H -4.442 -3.359 0.442
O -0.553 -0.483 0.990
H -0.851 0.465 0.988
H 0.177 -0.611 0.208
O 0.683 -1.603 -4.219
H 0.599 -2.533 -3.971
H 0.656 -1.635 -5.183
O 0.611 4.128 3.559
H -0.159 4.693 3.515
H 0.896 3.655 4.355
O 1.642 -2.808 -1.376
H 1.178 -3.348 -2.022
H 2.291 -3.470 -1.022
H 0.019 -0.464 2.024
H -0.423 -3.058 3.935
```

Summary:
E_LUMO (spin up / spin down)   -5.79 / -12.84 eV
Multiplicity   2
Net charge   +2
Highest occupied orbital energy (spin up / spin down)   -15.48 / -15.48 eV

Ranked by calculated energy, most stable first: 2, 1.